Here is an isolated ion of composition C4H9N4 and charge +1 in a non-equilibrium geometry from OMol25. Energies are from ωB97M-V/def2-TZVPD.

SMILES: C[C@]1([NH3+])N=NC=C1N
LUMO in Ha: -0.1625
Total charge: +1
Maximum force in eV Å⁻¹: 5.14
Energy above the lowest of the compared OMol25 structures with the same formula, charge and spin in kcal/mol: 78.28

The geometry in XYZ format:
```
17
Properties=species:S:1:pos:R:3:forces:R:3:mulliken_charge:R:1
C 0.9624 -0.7375 -1.7190 1.07 1.08 2.52 -0.568
C -0.5690 0.0482 -0.0875 2.12 0.03 0.41 0.554
C 1.0307 -0.2388 -0.4628 -3.16 0.92 1.16 0.536
C -0.8660 -0.8055 1.2109 -2.09 0.00 -4.69 -1.364
N -0.3035 -0.6358 -2.2264 -0.28 -0.07 -1.45 -0.310
N -1.1474 -0.2112 -1.4361 -1.74 -0.49 1.37 -0.387
N 2.0235 -0.1267 0.4270 2.41 0.55 -0.65 -0.402
N -1.2242 1.5371 0.1480 1.43 -2.65 0.97 -0.268
H 1.8583 -1.0356 -2.1776 0.42 -0.71 -1.34 0.480
H -1.8716 -0.5363 1.5144 -0.19 -0.79 0.34 0.402
H -0.1874 -0.6795 1.9447 2.28 1.14 2.47 0.434
H -0.6846 -1.8341 0.8851 -0.83 -0.11 0.14 0.369
H 2.9727 -0.0262 0.0402 -0.76 -0.45 0.19 0.249
H 2.0689 -0.1114 1.4310 -0.99 0.12 0.00 0.190
H -2.1144 1.4432 0.6777 0.78 0.11 -0.41 0.367
H -1.4008 1.8256 -0.7818 -0.47 0.81 -1.31 0.372
H -0.5475 2.1243 0.6120 0.00 0.51 0.29 0.345
```
Forces are in eV/Å.



Here is a 2-piece molecular cluster, C6H11NO overall in a non-equilibrium geometry from OMol25. Energies are from ωB97M-V/def2-TZVPD.

LUMO in Ha: 0.0330
Total charge: 0
Maximum force in eV Å⁻¹: 8.09
Energy above the lowest of the compared OMol25 structures with the same formula, charge and spin in kcal/mol: 226.90

The geometry in XYZ format:
```
19
Properties=species:S:1:pos:R:3:forces:R:3:mulliken_charge:R:1
C 2.0953 -0.5956 -0.4005 4.88 0.32 0.29 -1.181
C 0.7486 -0.3701 0.2441 2.61 1.93 4.56 0.279
C -0.2441 -1.3723 0.4589 -4.19 -2.36 1.00 -0.415
C -2.4694 0.2352 -0.2289 -3.12 -2.59 -7.00 -0.386
C -1.2068 0.6200 0.0099 1.69 2.33 4.34 -0.239
C 0.1029 0.7767 -0.4285 2.87 4.93 1.51 -0.187
H 2.2805 0.6673 -0.3994 0.83 -3.72 -1.23 0.278
H 2.2218 -1.3918 -1.3747 -1.04 3.00 2.32 0.265
H 3.3160 -1.0947 0.2122 -4.21 1.54 -1.04 0.258
H 0.6601 0.1211 1.4142 1.98 -0.99 -2.97 0.199
H -0.5845 -1.4541 1.6051 0.96 -0.65 -2.42 0.259
H 0.0997 -2.2501 -0.0935 -0.82 -0.72 0.73 0.324
H -3.1171 0.2630 -1.1426 1.28 0.21 0.08 0.203
H -3.1248 0.2099 0.4772 -3.49 -0.03 5.16 0.378
H -1.2162 0.7371 1.1529 0.56 0.35 -0.81 0.091
H 0.3102 0.8631 -1.4235 0.25 0.18 -2.81 0.528
H 0.7350 2.8036 -0.0652 -0.43 1.33 -1.41 0.279
N -1.3539 -0.7176 -0.3203 -0.86 -2.78 -0.74 -0.374
O 0.7468 1.9492 0.3027 0.23 -2.29 0.45 -0.559
```
Forces are in eV/Å.



Here is C3H10BMnNO2 as an isolated structure in a non-equilibrium geometry from OMol25. Energies are from ωB97M-V/def2-TZVPD.

LUMO (spin up / spin down) in Ha: -0.3362 / -0.4322
Total charge: +2
Maximum force in eV Å⁻¹: 2.67
Spin multiplicity: 6

The geometry in XYZ format:
```
18
Properties=species:S:1:pos:R:3:forces:R:3:mulliken_spin:R:1
C 2.3908 -0.7159 0.1238 -0.13 0.11 -0.24 0.038
C 1.5715 -0.0584 -0.9724 0.82 -0.05 -0.02 -0.012
N 0.9543 1.1894 -0.5453 -1.74 -1.41 1.45 0.679
B -0.5272 1.1288 -0.5820 0.14 0.40 -0.50 -0.019
C -1.2826 0.2487 0.5385 0.30 0.76 -0.69 0.046
O -2.7190 0.4163 0.4391 0.45 -0.32 0.72 0.029
O -3.3940 -0.7432 -0.0769 -0.45 -0.21 0.51 -0.001
H 1.8241 -0.8554 1.0285 -0.26 0.09 0.49 -0.006
H 2.6486 -1.7031 -0.2162 0.26 -0.44 -0.23 0.005
H 3.3006 -0.1783 0.3210 0.37 0.27 0.19 0.000
H 2.2160 0.1438 -1.8274 0.16 0.21 -0.29 0.061
H 0.8319 -0.7568 -1.3397 -0.57 0.00 -0.37 0.021
H 1.2469 1.4555 0.4006 0.88 0.65 -0.41 -0.007
H -1.1445 1.7458 -1.3810 -0.05 -0.08 -0.07 0.036
H -0.9789 0.6722 1.4977 0.04 0.10 0.34 0.006
H -0.9558 -0.7848 0.5404 -0.14 -0.44 -0.02 0.005
H -2.7818 -1.2558 -0.6278 0.26 0.26 -0.26 0.001
Mn -3.2007 0.0512 2.6791 -0.32 0.08 -0.60 4.118
```
Forces are in eV/Å.